Below is a 13-piece molecular cluster, C37H59Cl36NO overall in a non-equilibrium geometry, with properties calculated with ωB97M-V with the def2-TZVPD basis set.

The geometry in XYZ format:
```
134
Properties=species:S:1:pos:R:3
Cl 6.80467 -3.31472 -7.12194
H -5.93143 1.15423 2.41258
H 0.16278 -2.74817 -2.40915
Cl 1.43429 -5.39710 -3.14762
H 4.71087 0.63989 3.67816
H -4.83797 -2.66684 3.24279
C 2.34457 0.75423 -0.27234
C -4.25926 -0.26264 1.46903
H -0.79980 -2.60779 2.75350
C 3.80915 1.20442 4.18355
Cl -9.15669 7.54239 3.52367
C -0.55010 -3.99744 0.94443
Cl -14.57351 5.20100 -1.03663
H -0.39686 -0.46887 -1.36486
O -0.84310 1.62382 3.48779
Cl 3.37268 -3.22403 -3.21458
Cl 7.96749 -0.82655 -6.15214
Cl -6.33500 6.90178 3.19024
H -3.19162 -2.51441 4.26560
C 7.72718 -1.86833 -7.56505
H 2.18404 3.36723 0.76341
Cl 1.59755 0.67344 -5.09194
C 4.03289 2.45633 1.78990
H 4.67936 1.53573 1.43322
Cl -8.72324 4.24222 1.17879
H 7.29586 -0.81134 -3.25272
Cl 10.72190 -7.29698 0.83038
C -3.70038 -2.34674 3.20236
C 6.16575 -5.61375 -1.19931
H 2.75027 -0.98355 4.34283
H -9.91232 5.52801 -0.39827
Cl -5.65819 -5.03396 -3.63326
H 0.45367 3.77134 4.83085
H -3.28575 -2.85410 1.01100
H 2.75151 2.53718 -1.73582
C 2.04166 0.24616 6.12791
H -1.27485 -4.40607 3.06664
C -9.47815 4.52495 -0.39905
H 0.49368 -0.94618 0.25359
Cl -8.26865 4.44123 -1.69127
H 9.58512 -9.35709 0.96421
Cl 6.32755 1.31520 -2.94538
Cl 6.95532 1.75554 4.25400
H 1.82714 0.13669 -2.45462
C -1.37356 -3.51592 2.27724
Cl 2.83816 -0.55054 -7.90219
H 6.88760 0.60749 6.31119
H 0.58015 4.37514 2.89710
C -14.46478 3.70102 -1.97363
C 3.03529 2.13350 3.04972
Cl -7.80261 8.18539 1.02633
C -4.19980 2.49388 1.70929
H -6.16920 3.39427 2.62121
C 3.55673 0.79739 -8.80002
C -5.16111 3.78851 2.15251
C -0.16680 0.81450 -5.01082
H -5.83770 4.03613 -0.09988
H 3.44275 -5.27444 -4.37453
H -3.49627 -4.35128 2.13636
C -0.92512 -3.19609 -0.43537
Cl 9.60442 -8.88061 -1.34378
H 2.82712 0.20734 0.64287
Cl -15.25566 3.89211 -3.54760
Cl 5.64741 -1.18215 -1.60964
H -5.67889 -5.63314 -1.35397
Cl -10.77718 3.35465 -0.68594
H -5.69853 1.27497 0.49109
Cl 6.52959 -1.08884 4.71478
Cl 7.81823 -4.98534 -1.31671
H 1.91991 -0.68004 6.83323
C 1.98265 -0.36843 -1.41063
Cl 5.67275 -6.35774 -2.73004
C 6.27656 -0.44955 -3.09530
C 7.30040 0.38574 5.32373
H 2.86088 -1.16549 -1.39153
Cl 2.76585 0.98848 -10.37400
C 0.94582 3.65151 3.76720
H -6.53191 5.33277 1.14565
C -3.65020 -0.73350 2.91633
H -3.64544 2.83629 0.72524
H -2.56088 -0.30353 3.07082
H 1.35935 -3.28331 -0.94522
H 6.14349 -6.38065 -0.42083
H 4.79759 3.28688 2.17836
H -4.60269 4.47005 2.95714
H -0.49492 1.49153 -5.80367
H 4.61293 0.57356 -8.97029
H 2.94025 4.47434 3.02743
C 2.61391 3.58730 3.71901
H -4.97977 -1.06752 0.96908
Cl 3.44801 2.29737 -7.86303
C -5.58449 4.71483 0.83231
H -1.65162 -3.81610 -1.15109
N 1.67228 1.52218 2.81283
C 2.65220 -4.56162 -4.12643
C 0.53043 -1.04639 -0.93413
C 9.45790 -8.44954 0.36855
H -3.40684 2.38550 2.56426
H 8.70758 -2.18391 -7.93093
Cl 7.85234 -7.78049 0.70658
C 0.39217 2.12936 3.35456
C -7.62696 8.04429 2.78378
Cl -0.66557 1.49587 -3.45304
H 4.34176 1.60869 -1.04094
Cl 1.93853 -3.97145 -5.63699
C 3.30045 3.10014 0.46972
H -7.35707 9.02543 3.18274
H 1.62418 0.55252 2.42902
H -13.40858 3.47719 -2.14389
H -0.58656 -5.17803 0.77864
H 3.82225 4.10923 0.13174
C 2.85367 0.07174 4.88652
Cl -4.90961 -3.40554 -1.33731
Cl 9.04877 0.15099 5.48948
H 1.51528 1.24338 6.44788
Cl 6.90721 -0.98025 -8.86069
Cl 5.04023 -4.32330 -0.74396
C -5.00373 -5.05138 -1.98672
C -5.13023 1.15068 1.53159
H 1.30627 1.22806 0.07745
H -1.53854 -2.23067 -0.13391
Cl -15.18335 2.35309 -1.07579
Cl -3.40912 -5.82329 -1.95914
H 4.26795 1.92121 4.99920
Cl 5.29308 -0.92739 -4.48951
C -2.98021 -3.27799 2.05792
H -4.31967 -0.21093 3.75360
H -3.35110 -0.04754 0.75945
H 2.98452 3.67525 4.82544
C 3.26278 2.00739 -0.79616
C 0.42307 -2.64990 -1.26097
H 0.59989 -3.76505 1.16428
Cl -0.92980 -0.76306 -5.27264
H -4.70655 5.48631 0.60800
```

## Properties
Frontier orbital gap, eV: 8.887
Lowest unoccupied orbital energy, Ha: 0.00586

Below is C37H60BMoN9OS3 as an isolated structure in a non-equilibrium geometry, with properties calculated with ωB97M-V with the def2-TZVPD basis set.

The geometry in XYZ format:
```
112
Properties=species:S:1:pos:R:3
H -6.13155 0.22573 1.48436
H 2.11942 -3.91055 -4.07753
H -3.08145 5.40148 -0.19400
C 2.99679 1.63164 3.63252
H -5.50527 -0.13917 -2.72001
C 0.06028 -0.85439 4.92650
N -0.64793 -0.52540 1.35318
C -0.34437 -2.20416 -2.38583
H 1.65267 1.14301 -4.89218
H -3.49775 2.70853 2.54072
N -0.59396 1.72826 -0.61120
C 3.87868 -1.40848 -0.90722
C -2.22570 -0.37788 2.92545
H 0.48292 0.66344 -2.77351
H -5.14988 -0.71065 2.61880
C 2.18226 0.64916 -4.08847
C -0.95053 -0.84333 2.63683
H 1.80115 -2.16732 -4.12664
S 2.89020 -4.63278 2.41069
H 4.76865 2.99782 -0.94345
H -4.31189 1.54725 3.60147
H 0.85182 -1.82268 3.18271
S 3.40643 0.22005 2.60046
C -1.76650 4.46836 -2.48793
C -4.05594 0.83891 1.55859
H 0.65635 -1.44208 5.63221
H -5.01092 -1.00548 0.87879
H -4.45852 0.13942 -1.32463
H 2.70163 -1.01530 4.49641
C 2.42332 -3.36522 1.33520
H -3.61788 -0.90275 -4.06824
C 3.69731 2.99896 -1.16115
C 4.13531 -0.34663 -3.15260
N 2.11184 -0.25391 -1.88820
H 4.87592 -1.82448 -0.83182
N -1.43093 -0.45440 -1.59606
C -0.12008 -1.63333 3.61674
H -1.65214 3.71011 -3.26612
H -2.66131 5.05361 -2.71070
H 3.25003 4.48936 0.89972
C -1.46304 -1.99675 -3.17487
H 0.91752 -5.79723 1.66162
C 0.11346 -4.65243 -2.35329
C -3.23351 1.14693 -3.67315
H -3.08194 1.83677 -2.84133
H -5.24163 2.43977 2.39524
H -0.60712 -4.88071 -3.14426
H -0.90359 -0.65815 5.40330
H -4.71180 -1.50622 -1.93111
H -1.76984 -2.78640 4.42516
H -4.08655 1.28659 0.56610
C 0.71043 -3.25646 -2.56863
H 3.24591 1.50961 0.31147
H 4.47545 -0.70390 4.46271
C -4.58585 -0.46226 -2.22767
C 0.63819 3.55351 -0.55332
N -0.33327 -1.26263 -1.41877
H 1.48598 -3.09640 -1.82745
H 3.40824 4.02195 -1.41491
N 3.42289 -2.65899 0.88964
H -2.38793 1.23946 -4.36197
Mo 1.09342 -0.76586 0.01433
H 3.52191 2.37830 -2.03821
H 1.92998 1.79551 3.49140
H -0.90471 5.14023 -2.53611
H 1.69640 -6.52964 3.07547
H 5.17252 -0.66161 -3.19986
C 2.90549 2.51342 0.05997
C -5.15082 -0.23019 1.63678
C -3.40169 -0.29763 -3.18976
C -4.28490 1.95081 2.58584
C 3.16993 3.45744 1.24831
H 3.22757 1.41023 4.67274
B -1.73387 0.67892 -0.58730
S 0.78586 -3.08440 0.85301
H -1.00051 -3.55427 3.03396
H -1.34410 5.68269 -0.06503
C 1.43605 2.46094 -0.24778
H -2.12541 4.48670 0.98097
H 0.59956 -3.30768 -4.74422
C 1.34503 -3.14830 -3.96075
C 3.60143 -1.00151 3.87807
C -2.12881 -0.89484 -2.65276
O 2.10103 -0.13110 1.87863
N -1.76057 0.09595 0.83306
H -1.77509 -2.57990 -4.02875
N 0.68410 1.34090 -0.29657
H -2.76375 1.18796 -0.86754
H 0.67530 -5.08751 3.28836
N 2.99851 -1.73780 -0.04550
C -2.70904 0.20890 1.76888
H -2.73377 3.16276 -1.08752
C -2.12014 4.91363 -0.02417
C -0.64093 3.05808 -0.77307
H -0.19308 -3.55527 4.61899
C -0.81081 -2.96754 3.93269
C 1.37406 -5.59133 2.62738
C 3.51094 0.28641 -4.21656
C -1.88236 3.84078 -1.09423
H 2.35762 3.42516 1.97618
H 0.90174 -5.40884 -2.38705
H 4.11177 3.21067 1.74597
H 3.77939 -1.96110 3.40188
H -0.39866 -4.72953 -1.39393
H 3.56209 2.49832 3.29881
C 3.39980 -0.60781 -2.02099
H 0.94469 4.59238 -0.59010
H 0.55077 0.10739 4.77511
H 4.05346 0.49333 -5.12998
C 1.51700 0.37571 -2.90688
H -4.13306 1.46117 -4.20686
H -2.75186 -0.47183 3.86638
```

## Properties
Frontier orbital gap (alpha / beta), eV: 7.367 / 6.664
<S²>: 2.0245
Relative energy (zero: lowest compared OMol25 entry of this formula, charge and spin), kcal/mol: 0.0
Net charge: +2
Lowest unoccupied orbital energy (alpha / beta), Ha: -0.22852 / -0.25782
Multiplicity: 3

Below is a 6-piece molecular cluster, C37H62Br2F5I3O24S5 overall in a non-equilibrium geometry, with properties calculated with ωB97M-V with the def2-TZVPD basis set.

The geometry in XYZ format:
```
138
Properties=species:S:1:pos:R:3
H 5.28654 6.60794 5.70352
C -3.61394 4.71107 8.55005
C -0.22011 1.81040 2.36411
H 1.08097 0.32434 4.26085
H 2.41169 -2.31315 -2.63711
I -3.23542 -1.81171 5.00459
S -2.40241 5.85135 6.69462
C 0.86828 -3.62127 2.53567
O 4.67128 -5.33593 -8.19875
C -0.21827 -2.74948 -1.35680
H 1.16601 -4.40411 -1.83267
O 0.29431 -1.31269 5.22500
C -0.14490 -1.34994 -2.09809
O 0.71382 -4.88202 -4.00443
H 7.07857 -6.32460 -11.56569
H 3.73569 -3.73965 -6.64987
O -3.87435 6.44314 7.00369
H -0.84595 -3.42120 -2.02906
H -3.71142 4.59155 1.73710
Br -3.21065 1.83839 2.52685
H -3.77646 3.41336 -4.39138
O -0.41643 -1.78311 0.92728
S 4.50017 -5.24133 -9.60916
H 1.60950 -1.22628 3.51936
H 1.88453 1.30844 -1.34258
C 0.70537 -0.71322 3.96727
H 0.48989 -1.37937 -3.02419
F -7.28347 1.04468 1.52331
H -1.24339 -3.70026 0.32406
C 5.04028 6.03610 4.80481
H 1.78564 -1.13454 -0.08113
I 2.40372 2.98024 3.70915
O 6.21006 5.96462 3.98768
C 1.15837 2.51092 1.94704
H -1.23350 -3.99933 2.46203
H -3.14460 4.56214 3.52414
H 0.91426 -4.72739 -7.32489
C 5.09405 -7.11733 -11.13873
C -1.03420 -1.81822 2.23741
O 4.74415 7.76416 3.25879
H 2.46184 -5.38209 -7.91355
C -0.58853 -3.17404 2.90690
O -1.09668 2.66803 -5.97122
H -4.13629 -1.87393 0.21880
C -2.85742 4.77697 2.45843
F -5.35353 0.67714 -1.06430
S 6.23763 7.21779 2.96525
C 2.76725 -1.45409 -0.53942
C -0.48597 -0.48635 2.96851
H 2.25516 0.60541 1.25494
O 3.63761 -4.28841 -10.21918
O 3.19276 -5.18160 -3.84262
C -4.63345 5.46322 7.71483
O 2.00168 -5.75961 -5.92289
O -0.18170 0.45241 1.90113
H 1.01548 3.51527 1.44342
C -7.48304 1.06132 0.16379
H -0.23985 1.84267 3.50086
H 1.16793 -3.20771 5.28194
H 1.20185 -2.21098 6.85365
H 3.53485 -1.70863 0.23775
C -4.79406 -1.28277 0.91919
H -3.96756 3.72295 8.84160
C 2.45636 -2.63635 -1.55993
C 3.70967 -3.65101 -1.45964
C -1.07948 -2.63639 -0.01099
F -7.29909 2.33205 -0.35107
O -1.85962 4.07190 -4.08639
H 3.56364 6.08785 3.21978
F -7.21116 -0.35743 -1.77004
C -3.32420 -2.30069 2.88833
H -5.45709 -2.79378 2.37650
C -6.24408 -1.24506 0.25075
O 7.16988 8.17889 3.44601
H -0.72818 -3.24922 4.01708
O 2.23436 -3.42368 -5.28789
H 3.31904 -4.70015 -1.62814
C -2.70242 2.21889 -2.93620
H 1.36647 -3.87593 -0.12161
H -1.53094 2.34031 0.69666
H -0.71738 4.44544 2.76690
C 1.17172 -3.49275 -1.16029
H -1.32059 0.00289 3.55530
H -6.27214 -2.10939 -0.48164
C -1.49737 2.55034 1.80984
F -8.79153 0.69945 -0.10887
H 1.26645 2.89310 -0.71091
C -1.49257 4.13279 2.01461
H 0.25048 1.43570 -0.42635
O -2.43630 -1.60821 2.03863
C 2.64998 -3.62666 -6.64253
Br -1.10085 4.89921 0.19904
C 1.96245 -4.90809 -7.07094
C 2.03399 1.64840 0.91936
O -1.72925 1.65371 -3.81564
C 6.37643 -6.41280 -10.73843
C -4.80698 -1.87402 2.39841
H 6.86307 -6.92149 -9.90192
O -1.43573 6.78335 7.16044
C 1.33244 1.77913 -0.48961
H 4.52329 -3.40841 -2.19668
H -3.55957 1.55358 -2.83811
H -5.40109 5.93841 8.32328
H -3.33971 5.27674 9.44422
S 2.01585 -4.85980 -4.58040
O 0.35399 2.97944 -3.95989
H 0.16389 -0.56143 -1.35892
O -2.45643 4.60254 7.71888
O -2.39613 5.33516 5.36566
H -2.08386 -2.23739 -0.36937
C -6.50751 0.04948 -0.61282
C -3.08023 3.55076 -3.55935
O 5.96035 -5.12133 -10.28880
H 3.15573 -3.89142 2.32805
H 4.10154 -3.65788 -0.39304
H 4.75113 -6.78716 -12.12255
H 2.37295 -1.79072 5.47352
I 3.99468 2.65295 0.68896
H 2.37077 -2.77674 -7.26325
H 3.21987 7.20849 4.56092
C 2.06789 -3.72571 2.44616
H -2.23664 2.35806 -1.95653
H 4.71303 5.03695 5.09040
H -3.31247 -3.42949 2.76974
H 3.12590 -0.56160 -1.14072
H -5.10731 4.80478 6.98157
C 1.34099 -2.18884 5.72835
H -7.01366 -1.39311 1.05585
H 5.20107 -8.20119 -11.13817
O 4.12574 -6.70968 -10.16920
C 4.00867 6.75878 3.95976
O 6.27626 6.70617 1.63780
H -2.69950 5.90399 2.42330
H -5.23279 -1.15071 3.14671
H -3.51273 4.23950 -2.83517
H -1.19566 -1.07696 -2.43085
H -4.36738 -0.24550 0.96890
S -0.92406 2.83927 -4.56847
```

## Properties
Frontier orbital gap, eV: 8.423
Lowest unoccupied orbital energy, Ha: -0.00026

Below is C37H62BrN12O2Ti as an isolated structure, with properties calculated with ωB97M-V with the def2-TZVPD basis set.

The geometry in XYZ format:
```
115
Properties=species:S:1:pos:R:3
C -3.05607 0.28152 3.58818
N 1.63539 1.43669 -2.82612
H -4.43826 -3.58547 -3.47697
C 4.65497 0.83275 -0.89664
H -3.30743 -0.02475 4.60367
C -2.78038 2.20947 0.75116
C 4.47871 2.89446 2.13620
H 6.67698 0.97539 3.86803
H 3.09121 -1.87566 0.67599
C -0.37294 -3.13011 1.68556
C -3.41168 -3.32609 -3.73587
H 3.96080 -1.24761 -1.45932
C -2.28814 3.20540 1.59339
H -3.87565 0.05606 2.91580
C 2.31087 2.00595 1.05630
C 5.10232 4.13723 2.33045
N 1.97521 -0.38616 -1.40594
C -4.99536 2.56564 1.69975
H -2.78368 -2.41557 0.17892
H -2.98823 -4.14087 -4.32349
C 1.07189 -3.27756 1.30081
C 0.15397 -2.72552 -2.22382
H -4.64307 -1.87297 -1.79654
O -1.64161 0.15259 0.08656
C -4.35426 -0.99088 -2.36078
H -0.81228 4.31206 2.10698
H -6.04969 2.32954 1.71762
H -2.24159 0.04627 -4.20040
N -2.92779 -2.15885 2.23357
H -3.19156 -2.21474 4.31950
H 4.72125 2.64125 -3.05599
C -2.09294 -1.94041 -2.19289
H 0.50078 -0.18892 -3.49661
C 1.19111 2.35404 0.23090
C -4.47758 3.54207 2.54183
C -3.73175 -2.47733 3.41468
H 5.07892 1.78999 -0.58676
H 2.50432 3.25787 -2.25642
H 6.71947 5.20783 3.23136
C 2.91210 -1.53043 -1.42298
H -4.69826 -1.97311 3.40491
H 4.11877 0.40011 -0.05918
H 2.75275 -2.12144 -2.32958
H 5.36386 1.02227 -3.35637
C 3.27447 2.90755 1.33594
N -2.89907 -0.88088 -2.42095
N -2.57724 -3.15024 -2.54225
N -0.72283 -1.70740 1.51290
H -2.88811 1.35735 3.57984
Ti -0.04522 -0.66394 -0.10931
C -2.23362 -4.40850 -1.89967
H 2.22564 3.11519 -3.99814
C 2.70901 -2.38248 -0.20587
H 0.90584 -2.13589 -2.74019
H 3.83297 1.49395 -4.08500
H 1.39103 -4.32397 1.27839
H 7.72514 3.17905 4.22509
N -1.82851 -0.36388 3.12402
H -1.00007 -3.78278 1.07035
C 2.46176 0.67891 -2.05862
C -3.13302 3.85854 2.48585
H -4.41614 -2.58256 0.84905
H -3.15072 1.07442 -3.09871
H -0.80360 0.42150 4.74233
H -4.73824 -0.10778 -1.84869
N 3.76499 1.04643 -2.02656
C -4.14762 1.92620 0.81742
H -5.12231 4.07263 3.22845
H -0.51633 -3.44328 2.72226
N 0.28919 1.53262 -0.15020
H -4.55115 1.18129 0.13982
H -4.81304 -1.02936 -3.34967
H -0.13123 1.41739 -3.93256
C -2.01825 1.45245 -0.32053
H -3.25296 -3.89224 1.07834
H 1.69777 -2.75328 2.02515
H -2.72217 1.32282 -1.14197
H 3.09579 3.86458 0.84805
H -3.14427 -5.00126 -1.80530
H 1.26973 0.76798 -4.78633
H -3.40162 -2.42875 -4.34603
O -0.96236 3.55633 1.52414
H 0.19515 -0.50605 3.61700
H -1.51666 -4.98821 -2.48481
N -0.84282 -1.78259 -1.68728
H 0.85693 3.35878 -2.91638
H -0.80570 3.05321 -0.84018
C 0.79044 -3.53031 -1.10735
H 4.63640 0.77239 2.55284
H 4.66922 5.02640 1.88893
C -0.61787 0.20556 3.69053
C 6.25603 4.24280 3.08345
N -0.79297 2.03531 -0.87881
H -0.35124 1.13414 3.18221
C 6.81867 3.10275 3.64035
C 6.22601 1.86020 3.44110
H -0.28350 -3.38823 -2.96980
C -3.35996 -2.80718 1.01200
H 3.24463 -3.33342 -0.29622
N 1.26399 -2.63689 -0.01537
H -1.83787 -4.22762 -0.90762
C 4.44908 1.59426 -3.19735
C 0.76842 0.81618 -3.81452
Br 2.16230 0.27775 1.81313
H -2.73275 4.63656 3.12633
H 1.62426 -4.12883 -1.48465
C -1.83085 -1.38079 2.27366
C 1.82775 2.86639 -3.01225
H 5.48249 0.17584 -1.17460
H -1.48409 0.64986 -2.70335
H 0.06847 -4.22455 -0.68750
H -3.90331 -3.55403 3.42053
C 5.06595 1.75076 2.69967
C -2.40129 0.28662 -3.14543
H 1.11558 3.40225 -0.04853
```

## Properties
Frontier orbital gap, eV: 7.234
Relative energy (zero: lowest compared OMol25 entry of this formula, charge and spin), kcal/mol: 0.7
Net charge: +3
Lowest unoccupied orbital energy, Ha: -0.29325